ORCA calculation (ωB97M-V/def2-TZVPD) on C24H27AgBrN5OSe2Si as an isolated structure.

Computed properties:
Charge = 0
DFT total energy = -9093.2013 a.u.

Structure (XYZ):
```
62
Properties=species:S:1:pos:R:3:forces:R:3:lowdin_charge:R:1
Ag 0.826 0.109 0.716 0.01 -0.05 0.13 0.722
Se 3.594 -0.287 2.842 0.03 -0.09 -0.01 0.644
Se 3.063 1.890 3.384 -0.03 0.06 0.03 0.650
C 1.167 1.749 3.708 -0.03 0.01 -0.01 -0.677
C 0.691 2.398 4.840 0.03 0.00 -0.01 -0.116
C -0.668 2.355 5.102 -0.01 0.00 0.01 -0.060
C -1.489 1.641 4.246 -0.01 0.00 0.00 -0.051
C -0.923 1.017 3.147 0.03 0.00 -0.01 -0.127
N 0.384 1.087 2.868 0.00 0.02 0.01 -0.020
C 4.029 -0.015 0.986 0.00 0.01 -0.01 -0.701
C 5.280 -0.409 0.536 0.01 -0.01 0.01 -0.105
C 5.578 -0.230 -0.806 0.01 -0.01 0.00 -0.058
C 4.636 0.364 -1.628 -0.02 0.01 -0.01 -0.050
C 3.417 0.734 -1.082 0.01 0.00 -0.01 -0.128
N 3.110 0.528 0.199 0.05 0.01 -0.02 -0.031
H 1.377 2.906 5.503 0.00 0.00 0.00 0.095
H -1.072 2.853 5.973 0.00 0.00 0.00 0.111
H -2.554 1.562 4.419 0.00 0.00 0.00 0.106
H -1.514 0.460 2.431 -0.02 0.00 0.00 0.076
H 5.998 -0.833 1.224 0.00 0.00 0.00 0.099
H 6.540 -0.536 -1.197 0.00 0.00 0.00 0.111
H 4.833 0.538 -2.677 0.00 0.00 0.00 0.107
H 2.639 1.205 -1.670 0.00 0.00 0.00 0.086
O -3.501 2.735 -2.603 0.01 -0.02 0.01 0.074
C -2.228 2.417 -2.277 -0.01 0.03 -0.01 -0.321
C -1.576 1.294 -2.773 0.03 -0.02 -0.01 0.001
C -0.291 1.047 -2.342 -0.03 0.03 -0.04 -0.136
N 0.369 1.833 -1.484 0.02 -0.07 -0.01 -0.002
C -0.273 2.894 -1.047 -0.07 0.03 0.02 -0.754
Br 0.649 3.976 0.218 0.03 -0.03 0.01 0.730
C -1.556 3.259 -1.403 -0.01 0.03 0.02 -0.059
H -3.925 1.966 -3.002 0.00 0.00 0.00 0.112
H -2.073 0.604 -3.444 0.00 0.00 0.01 0.123
H 0.235 0.160 -2.673 -0.01 0.00 0.00 0.101
H -2.039 4.133 -0.993 0.00 0.00 0.00 0.117
C -3.590 1.673 0.848 -0.01 -0.01 -0.01 -0.042
C -3.219 0.453 0.045 -0.02 -0.02 0.02 -0.369
C -4.148 -0.134 -0.804 0.00 0.07 0.02 -0.086
C -3.758 -1.290 -1.479 -0.01 -0.05 -0.02 -0.098
C -2.496 -1.797 -1.307 0.03 -0.01 0.01 -0.054
C -1.574 -1.140 -0.438 -0.05 0.02 0.03 -0.468
N -1.986 -0.021 0.225 -0.02 -0.02 -0.08 0.104
N -0.310 -1.533 -0.244 0.03 0.09 0.00 -0.136
Si 0.474 -2.921 -0.866 0.04 0.03 0.00 0.344
C 0.655 -2.890 -2.743 -0.01 -0.01 -0.03 -0.180
C -0.368 -4.526 -0.369 -0.02 0.01 0.03 -0.176
C 2.214 -2.942 -0.165 0.01 -0.03 0.00 -0.183
H -4.303 2.296 0.307 0.00 0.00 0.01 0.076
H -2.704 2.262 1.080 0.01 0.00 0.00 0.063
H -4.058 1.376 1.791 0.01 0.01 0.00 0.079
H -5.142 0.282 -0.907 0.00 0.00 0.00 0.101
H -4.452 -1.793 -2.144 0.00 0.00 0.00 0.103
H -2.186 -2.685 -1.839 -0.01 -0.02 0.00 0.076
H -0.305 -2.812 -3.259 0.01 0.00 0.00 0.017
H 1.150 -3.799 -3.098 0.00 0.01 -0.01 0.026
H 1.271 -2.041 -3.054 0.00 0.00 0.01 0.013
H -1.397 -4.583 -0.730 -0.01 -0.01 0.00 0.015
H -0.401 -4.601 0.721 0.00 -0.01 -0.01 0.029
H 0.169 -5.397 -0.751 0.01 0.01 -0.01 0.026
H 2.810 -2.120 -0.571 -0.01 0.00 0.00 0.003
H 2.723 -3.877 -0.414 0.00 0.01 0.01 0.032
H 2.195 -2.843 0.923 0.00 0.00 0.00 0.019
```
Positions in Å, forces in eV/Å.